Computed, not measured: a gas-phase ion, C9H16N3O (charge +1), with wB97M-V/def2-TZVPD.

XYZ file:
```
29
Properties=species:S:1:pos:R:3:forces:R:3
H 2.3972 2.1386 0.3734 -0.43 -0.32 0.74
C 0.7185 -0.3041 1.2109 0.44 -0.36 1.16
N -1.7130 -1.7568 3.4200 0.29 1.58 -2.68
H 1.5992 2.2576 -2.0461 -0.43 0.42 1.43
C 1.3313 0.2379 -0.0448 2.00 -1.62 -1.63
C 1.6936 -1.0100 -0.9600 1.14 -0.11 0.20
H -3.1971 -1.7346 0.2328 -0.87 0.09 0.21
H 2.1371 -1.8472 -0.3553 -0.07 0.92 -0.71
H -2.6590 -1.7784 3.0643 0.23 -0.05 0.14
C 2.6067 1.0695 0.2240 -1.45 0.87 0.49
H 0.8147 -1.4000 -1.4494 -0.58 -0.11 0.11
C -3.2012 -0.7236 0.6940 -0.49 -0.69 1.75
C -0.7150 -0.6045 1.3583 -0.46 -0.06 -0.50
H 3.3084 1.1737 -0.5412 0.79 -0.66 -1.90
O 0.4458 -1.0780 3.2136 -1.57 -0.73 0.79
C 0.7084 1.5984 -1.9989 2.11 -0.52 -1.84
N 1.3764 -0.5919 2.3116 -0.29 1.21 -2.57
H -3.7541 -0.7235 1.7530 1.65 -0.04 -2.26
H 0.0901 1.6942 -0.1051 -0.50 -0.03 -0.55
H -1.5625 -2.0388 4.3471 0.51 -0.38 1.30
H 3.1560 0.6574 1.0229 0.50 -0.29 1.26
H 2.3575 -0.7044 -1.8264 -0.43 -0.36 1.37
H -1.6453 -0.1715 -0.5394 1.04 0.16 -0.46
H -3.7498 -0.0632 0.0321 -0.24 -0.06 -0.04
H -0.0753 2.1595 -2.4825 -0.52 -0.14 0.15
N 0.2919 0.9250 -0.7612 -0.18 2.49 0.18
C -0.7695 -1.1278 2.6914 0.01 -1.04 1.47
H 1.1836 0.9336 -2.7694 -1.38 -0.40 0.65
C -1.7501 -0.4776 0.4741 -0.81 0.23 1.75
```
Forces are in eV/Å.

2S+1: 1
HOMO level: -12.80 eV
ΔE to the lowest compared entry with this formula, charge and spin: 421.5 kJ/mol
SMILES string: C/C=C1\C(=[NH2+])ON=C1C(C)(C)NC
net charge: +1
total energy: -591.6951 hartree

Atom charges from the Mulliken analysis, given in e for atoms 1 to 2:
1 H 0.398
2 C -0.503

***

Computed, not measured: a gas-phase ion, C9H16N4 (charge +2), with wB97M-V/def2-TZVPD.

XYZ file:
```
29
Properties=species:S:1:pos:R:3:forces:R:3
C -1.3023 -4.2361 -0.8860 0.54 -2.72 -0.02
H -2.4848 -3.4708 0.8027 0.93 0.55 -0.99
C -1.0921 -1.8680 -0.0436 -1.81 0.87 -0.77
H -0.5845 -3.8111 -1.5657 0.34 -0.41 -0.70
H -2.0971 -4.8382 -1.3947 0.32 0.98 0.06
C 1.0487 3.4303 0.0385 1.41 1.22 -0.64
N -0.3852 0.2041 1.2602 1.15 -1.69 3.79
C 0.4251 0.3297 2.2866 1.92 1.41 -3.33
H 2.1546 5.2934 0.1548 -0.87 1.14 1.26
H -0.6950 2.0800 0.5933 0.01 1.81 1.06
C -1.3345 -0.8866 1.1723 -1.69 -0.10 -4.14
N 1.3705 2.4501 -0.7952 -0.55 0.55 1.01
H -1.4254 1.0021 -0.3234 -0.50 -0.82 -0.66
H 1.5561 0.3699 -0.4976 -2.19 1.71 -0.18
H 0.4478 0.9812 -1.7754 -0.41 -0.31 0.30
H 0.7133 -0.4663 2.9626 -1.02 -0.15 0.31
N 1.8896 4.4086 -0.2025 0.59 0.18 -0.32
C -1.7179 -3.2126 0.0102 -2.73 0.43 3.13
H -0.0762 -2.1031 -0.0054 2.19 0.14 -0.99
H -0.8299 -5.0924 -0.2873 -0.05 1.04 -0.69
H -2.2234 -0.3982 0.7579 -0.42 -0.05 1.24
H 3.0476 2.2338 -2.2281 -0.91 0.77 0.56
C 0.6998 1.1894 -0.7300 2.12 -3.50 -1.42
H 1.2326 1.1640 2.1968 -1.87 -1.12 0.48
H -1.5487 -1.4180 -1.0343 1.66 -0.26 1.56
N 2.7898 4.0843 -1.1542 -0.49 -1.58 -0.77
C 2.4440 2.8759 -1.5396 1.19 -0.24 -0.09
H -1.5136 -1.4251 2.0271 -0.07 -0.83 2.34
C -0.5087 1.1294 0.2002 1.21 1.02 -1.39
```
Forces are in eV/Å.

2S+1: 3
HOMO level (alpha / beta): -13.00 / -17.60 eV
ΔE to the lowest compared entry with this formula, charge and spin: 0.0 kJ/mol
net charge: +2
total energy: -570.6653 hartree

Atom charges from the Mulliken analysis, given in e for atoms 1 to 2:
1 C -1.248
2 H 0.338

***

Computed, not measured: C9H16N4O in the gas phase, with wB97M-V/def2-TZVPD.

XYZ file:
```
30
Properties=species:S:1:pos:R:3:forces:R:3
H 2.0216 1.8213 -1.0453 -0.01 -0.20 -0.33
H 2.5436 0.2890 1.3008 -0.18 -0.08 -0.28
C -2.2435 -0.2877 0.4382 -0.73 0.34 1.35
N 0.1769 0.0778 0.2482 2.27 -0.27 -0.38
H -2.5374 1.8027 0.0865 0.16 0.50 0.06
H 1.4372 0.5001 -2.1628 0.21 0.46 0.30
H 0.9251 2.1489 -2.4189 -0.07 0.26 0.10
H 2.6731 -1.4814 1.4847 0.15 0.32 -0.04
C -1.3128 0.9310 -1.5205 -0.72 0.08 1.02
N 1.2925 -0.8716 0.0127 -2.33 1.37 0.28
H -2.2471 -1.2280 -0.1221 0.02 0.08 0.20
H -1.5219 1.7583 -2.1524 0.13 0.85 -0.92
C -0.0265 1.1834 -0.7375 0.32 -0.48 -0.29
H -3.0772 -0.2732 1.2008 0.69 -0.34 -0.70
H -0.4310 -2.1611 1.6791 -0.08 -0.11 -0.08
C 1.1805 1.4399 -1.6375 -0.08 -1.02 0.12
C 2.5853 -0.6572 0.7624 -1.14 -1.09 -0.79
H -1.0471 0.8405 1.7665 0.29 0.10 0.04
H -0.1793 2.1255 -0.1712 -0.07 -0.49 0.11
H -1.3277 0.0142 -2.1267 0.34 0.16 0.28
C 3.7521 -0.7193 -0.1247 2.08 -0.08 -0.68
C -2.4652 0.8989 -0.5016 0.21 -1.48 -0.31
N 1.1491 -2.0447 -0.7069 -1.69 0.41 0.98
H -3.4204 0.7577 -0.9958 -0.19 0.10 -0.21
C -0.5965 -1.2277 2.2129 -1.02 0.19 -1.06
C -0.9274 -0.1005 1.2176 0.30 -1.18 -0.53
O -0.0085 -2.3617 -0.9738 2.24 1.05 0.24
H -1.4221 -1.3731 2.9089 0.01 0.04 -0.01
N 4.7722 -0.8009 -0.6815 -2.02 0.22 0.86
H 0.2822 -1.0011 2.7601 0.90 0.30 0.65
```
Forces are in eV/Å.

2S+1: 1
HOMO level: -8.89 eV
ΔE to the lowest compared entry with this formula, charge and spin: 411.9 kJ/mol
SMILES string: C[C@@H]1CCC[C@H](C)N1N(CC#N)N=O
total energy: -646.6586 hartree

Atom charges from the Mulliken analysis, given in e for atoms 1 to 2:
1 H 0.316
2 H 0.292

***

Computed, not measured: C9H16N4O5 in the gas phase, with wB97M-V/def2-TZVPD.

XYZ file:
```
34
Properties=species:S:1:pos:R:3:forces:R:3
C 4.1572 -0.5573 0.0952 0.03 -0.32 -0.23
C 1.6599 2.0719 -0.1126 -0.05 -0.33 0.10
C -3.4260 0.7652 -0.7607 -0.12 0.40 -0.90
C -1.2020 -0.2119 -0.0045 -0.17 -0.46 0.85
H -4.7082 -0.2354 2.1863 -0.08 -0.03 0.07
H 2.4254 -0.4852 -1.1377 0.02 -0.14 0.19
C -4.4388 0.5565 0.3667 0.31 0.10 -0.18
H 0.4847 1.2704 1.4182 -0.57 0.46 1.17
H -2.2495 -2.3145 -1.3200 0.07 -0.17 -0.02
H -4.0020 0.8559 -1.7149 0.23 -0.03 0.93
H 3.3027 1.6777 0.8219 0.30 -0.31 0.17
O 1.1343 2.6964 -0.9959 -0.03 0.14 -0.09
C 1.7881 -0.3184 0.9539 -0.35 0.05 -0.32
N 5.0543 -1.3554 -0.5268 0.87 0.62 0.36
H 2.5805 -1.9835 -0.1948 0.07 0.41 -0.13
O -1.2590 -0.7743 1.1028 0.09 0.52 -0.92
O 4.5147 0.3704 0.8038 0.02 0.12 0.12
H 4.7994 -2.1133 -1.1132 -0.33 -0.40 -0.31
H -0.1981 1.1089 -1.1911 -0.04 0.19 -0.30
N -0.1290 0.5119 -0.3866 -0.14 -0.32 0.25
C 2.6925 -0.8868 -0.1473 -0.12 -0.32 0.09
H -3.3916 -1.8534 -0.2525 -0.17 -0.22 0.31
H -3.1050 -0.5152 1.5780 -0.16 0.09 -0.20
H -2.9563 1.7577 -0.6021 -0.19 -0.46 0.01
H 2.3921 -0.0274 1.8013 0.19 0.05 0.29
C 0.9245 0.8778 0.5399 0.74 -0.21 -1.14
N -4.0682 -0.2290 1.4115 0.11 -0.06 0.13
H 1.0722 -1.0608 1.3131 0.22 -0.02 -0.08
O -5.5196 1.1039 0.3096 -0.13 -0.01 0.00
O 2.8457 2.4098 0.3688 -0.31 0.31 -0.17
H -1.9178 -0.0672 -1.9986 0.03 0.06 -0.09
H 6.0468 -1.1257 -0.4614 -0.65 -0.07 0.05
C -2.3505 -0.3006 -1.0251 0.19 -0.05 0.21
N -2.9533 -1.6192 -1.1253 0.12 0.41 -0.22
```
Forces are in eV/Å.

2S+1: 1
HOMO level: -9.56 eV
ΔE to the lowest compared entry with this formula, charge and spin: 9.9 kJ/mol
SMILES string: NC(=O)CC[C@H](NC(=O)[C@@H](N)CC(N)=O)C(=O)O
total energy: -947.8803 hartree

Atom charges from the Mulliken analysis, given in e for atoms 1 to 2:
1 C 0.628
2 C 0.539

***

Computed, not measured: a gas-phase ion, C9H16NO (charge +1), with wB97M-V/def2-TZVPD.

XYZ file:
```
27
Properties=species:S:1:pos:R:3:forces:R:3
C -3.1447 0.1913 -0.3656 2.25 -1.27 -0.67
H 0.5648 -0.9396 1.8415 -0.40 0.54 -0.03
H 1.6853 0.2262 -2.1105 0.78 0.34 -0.87
H -2.1880 2.5029 1.4752 -0.26 -0.22 -0.72
O -1.6041 -1.3196 0.0553 -1.21 -2.22 -0.97
H -0.7965 2.4217 0.4857 -0.30 0.52 -0.91
C -1.8706 2.2234 0.4457 1.32 -1.42 3.22
C 2.7518 0.2956 0.5267 -1.87 0.84 -2.92
N -2.0091 0.7793 0.2562 0.04 -2.49 0.41
H 0.4543 0.8019 1.4481 0.25 1.33 0.86
H 1.6213 -2.3957 0.8682 -0.03 0.09 -1.24
H 3.5644 -0.3467 0.5661 1.46 -1.38 -0.29
C -2.8463 -1.1007 -0.5986 1.51 0.57 2.06
H 1.1776 -2.3777 -0.9285 -1.02 -0.67 -0.18
H 2.5476 0.5363 1.5036 -0.08 1.26 2.34
C 0.9210 0.2218 -1.3854 0.32 -2.43 2.36
H -3.2566 -2.0044 -0.9844 -0.47 -0.04 -0.33
H 3.0191 1.1616 -0.1170 -0.15 -0.31 0.77
H 0.1466 -0.4714 -1.6710 -0.44 -0.02 -0.67
H -2.5019 2.6345 -0.2637 -0.52 1.46 -1.45
C 0.4067 -0.1737 1.0669 -3.18 -1.17 -0.82
C -1.1344 -0.2559 0.5426 1.36 3.40 -0.02
H 0.5001 1.1405 -1.1342 -0.52 1.96 -0.28
H 2.6986 -2.1178 -0.4363 3.85 -0.30 -0.97
H -3.8957 0.6776 -0.9052 -1.07 1.23 0.00
C 1.4305 -0.3748 -0.0294 1.90 -1.48 -0.82
C 1.7584 -1.9367 -0.1520 -3.53 1.87 2.15
```
Forces are in eV/Å.

2S+1: 1
HOMO level: -14.35 eV
ΔE to the lowest compared entry with this formula, charge and spin: 202.2 kJ/mol
SMILES string: C[n+]1ccoc1CC(C)(C)C
net charge: +1
total energy: -482.2158 hartree

Atom charges from the Mulliken analysis, given in e for atoms 1 to 2:
1 C -0.343
2 H 0.466

***

Computed, not measured: 2 unconnected molecules or ions with the total composition C9H16NO, with wB97M-V/def2-TZVPD.

XYZ file:
```
27
Properties=species:S:1:pos:R:3:forces:R:3
C -2.9169 0.3385 0.9918 -0.09 0.16 0.78
O 1.4909 -0.7799 1.8080 -2.76 -0.22 0.73
H -0.6192 1.7970 3.3319 -1.35 -1.51 -1.81
H -3.8218 0.8774 1.2216 -0.32 -0.01 0.32
H -2.1732 1.5427 3.6693 0.19 0.83 -2.15
H 1.6985 1.7096 0.3713 -0.76 -2.78 -0.51
H 2.4761 0.1090 -3.8300 -0.88 0.57 -0.29
H -2.5566 0.6165 0.0411 0.13 0.62 -1.21
H -3.0692 -0.7170 0.9422 -0.76 -0.70 -0.24
H 2.3033 -0.7013 2.2129 2.98 0.39 1.08
C -1.7685 0.3997 1.9466 3.64 -3.14 0.26
H 1.3389 1.5353 -2.1556 0.60 2.25 -0.18
H -0.8406 0.2310 1.2629 -1.21 0.60 1.57
H 0.7779 -0.2651 -4.4572 -1.31 1.05 -1.16
C 0.8167 -1.6305 -1.5825 -0.02 -0.30 -2.09
C 1.5002 -0.3941 -3.7214 2.74 -3.91 0.76
H 1.8990 -1.4991 -3.9886 -1.05 2.13 0.68
C 1.2679 -1.8008 -0.2882 -0.82 -1.01 1.06
C 1.4543 -0.6272 0.4750 0.47 0.65 -1.95
H -1.5779 2.4468 2.1699 -0.94 -0.64 1.21
H 1.4149 -2.8731 0.1602 -0.78 2.37 -0.57
H -1.6889 -0.4727 2.6910 -0.50 1.20 -1.16
H 0.2015 -2.4154 -2.1652 1.86 0.86 0.89
N -1.5552 1.5920 2.7886 1.32 2.48 2.34
C 1.1482 -0.4109 -2.2505 -0.87 -1.36 0.21
C 1.4510 0.6587 -0.1481 0.75 1.67 2.73
C 1.3490 0.7330 -1.4971 -0.28 -2.26 -1.30
```
Forces are in eV/Å.

2S+1: 1
HOMO level: -11.12 eV
ΔE to the lowest compared entry with this formula, charge and spin: 314.8 kJ/mol
net charge: +1
total energy: -482.1729 hartree

Atom charges from the Mulliken analysis, given in e for atoms 1 to 2:
1 C -1.197
2 O -0.506